The following is a quantum chemistry calculation of a 2-piece molecular cluster, C4H6N2O overall at a distorted geometry, from OMol25.

Each line ends with the Mulliken charge.
Cartesian coordinates (Å):
C  0.8412  -2.4846  -0.9110  0.524
C  -0.0104  0.8094  -0.6422  0.095
C  0.1196  0.3422  1.6849  -0.418
C  -0.8111  1.8761  -0.6813  -0.766
O  -0.3878  -2.4276  -0.5791  -0.501
N  1.9695  -2.7367  -0.9382  -0.440
N  0.1006  -0.0257  0.4813  -0.435
H  -0.5532  -1.6090  -0.0217  0.473
H  0.6635  0.5914  -1.4607  0.353
H  0.1436  -0.4221  2.4488  0.267
H  0.1881  1.3856  1.9875  0.317
H  -0.8275  2.5474  -1.5205  0.243
H  -1.4360  2.1538  0.1522  0.288

Cartesian forces, eV/Å:
1.0 -0.9 1.3
0.2 1.5 0.6
0.4 0.4 -0.3
0.3 -0.2 0.1
-1.5 0.3 -0.3
0.0 0.5 -0.8
-0.8 -1.0 -0.3
0.7 -0.1 -0.4
-0.1 -0.3 0.0
-0.1 -0.1 0.2
0.0 0.2 0.0
0.0 -0.1 -0.3
-0.2 -0.1 0.2

The value obtained for the energy above the lowest of the compared OMol25 structures with the same formula, charge and spin is 70.31 kcal per mole. Its SMILES is C=CN=C.N#CO. Its largest force on an atom is 0.036 Eh/bohr. Its HOMO energy is -10.1 eV. The energy is -9270.453 eV. Its LUMO energy is 0.028 eV. The calculation puts the orbital gap at 10.081 eV.